[1]
38
Properties=species:S:1:pos:R:3 method="wB97M-V/def2-TZVPD" smiles="O=c1nc2oc3ccc4ccccc4c3cc-2c(=O)n1-c1ccccc1" spin_multiplicity=1 e_homo_ha=-0.3138
O -2.352 3.178 1.907
O -0.401 1.266 -1.733
N -1.667 1.103 2.072
O -0.950 -1.049 2.344
C -1.842 2.254 1.341
C -0.766 1.352 -0.566
C -1.070 0.098 1.561
C -0.483 0.161 0.246
C 0.341 -0.864 -0.220
C -1.692 6.102 -2.043
C -2.244 4.922 -2.572
C -0.983 6.027 -0.865
C -2.129 3.701 -1.872
C -0.902 4.831 -0.126
C 2.919 -5.480 -0.504
C 0.270 -3.069 2.787
C 2.734 -4.430 -1.413
C -0.053 -2.046 1.899
C -1.493 3.648 -0.654
C 2.393 -5.360 0.784
C 1.095 -4.108 2.465
C 1.965 -3.316 -1.066
C 0.580 -2.065 0.613
C 1.604 -4.269 1.165
C 1.371 -3.198 0.223
N -1.437 2.420 0.024
H 0.792 -0.818 -1.164
H -1.745 7.043 -2.586
H -2.825 4.937 -3.490
H -0.527 6.926 -0.478
H -2.559 2.803 -2.387
H -0.312 4.833 0.792
H 3.550 -6.331 -0.790
H -0.136 -3.105 3.810
H 3.215 -4.463 -2.395
H 2.585 -6.185 1.502
H 1.280 -4.915 3.211
H 1.873 -2.533 -1.824

***

[2]
58
Properties=species:S:1:pos:R:3 method="wB97M-V/def2-TZVPD" total_charge=+1 spin_multiplicity=1 e_homo_ha=-0.4325
Ti 0.903 -1.381 -1.147
I 4.781 5.118 -2.107
C 3.723 3.329 -2.135
C 3.478 2.692 -3.345
C 2.762 1.507 -3.363
I 2.343 0.537 -5.149
C 2.312 0.965 -2.164
O 1.563 -0.175 -2.198
C 2.561 1.586 -0.940
C 2.174 0.976 0.383
N 0.891 0.202 0.352
C -0.275 1.113 0.291
C -1.291 0.648 -0.704
C -2.483 1.328 -0.883
C -3.359 0.902 -1.865
C -3.012 -0.187 -2.652
C -1.816 -0.825 -2.414
N -0.977 -0.425 -1.441
C 3.263 2.783 -0.945
H 3.835 3.120 -4.271
H 2.952 0.304 0.733
H 2.074 1.770 1.126
H 0.845 -0.305 1.241
H -0.730 1.197 1.280
H 0.066 2.110 0.006
H -2.706 2.187 -0.264
H -4.296 1.419 -2.023
H -3.655 -0.546 -3.442
H -1.513 -1.678 -3.001
H 3.464 3.288 -0.008
S -1.603 -1.803 2.072
C -2.266 -0.353 2.805
C -3.423 0.382 2.662
C -3.521 1.545 3.425
C -4.688 2.369 3.268
N -5.611 3.028 3.092
C -2.496 1.929 4.310
C -1.337 1.163 4.452
C -1.247 0.030 3.673
S -0.043 -1.229 3.387
C -2.621 3.141 5.070
N -2.691 4.111 5.679
H -4.227 0.090 2.001
H -0.559 1.472 5.136
F 1.363 -2.458 0.460
As 3.288 -2.860 0.450
F 2.992 -4.084 1.563
F 2.923 -3.846 -0.886
F 4.951 -2.950 0.259
F 3.083 -1.482 -0.723
F 3.360 -1.671 1.677
F -0.974 -2.971 -0.692
Sb -0.587 -4.505 -1.802
F -1.637 -3.740 -3.148
F -1.965 -5.608 -1.259
F 0.561 -5.013 -0.437
F 0.403 -5.450 -3.041
F 0.697 -2.795 -2.402

***

[3]
44
Properties=species:S:1:pos:R:3 method="wB97M-V/def2-TZVPD" total_charge=+2 spin_multiplicity=1 e_homo_ha="-0.5098 / -0.5098"
Zr 0.297 -0.105 -0.566
S 2.071 0.797 -2.297
C 2.367 1.810 -0.885
S 1.099 2.090 0.325
C 3.596 2.460 -0.733
C 4.750 2.148 -1.464
N 5.792 1.979 -1.935
C 3.782 3.487 0.187
N 4.007 4.332 0.949
C -4.383 2.316 -2.049
C -4.676 1.017 -2.342
C -3.744 -0.003 -2.134
C -2.422 0.367 -1.918
C -2.045 1.741 -1.895
C -3.031 2.664 -1.774
N -1.432 -0.617 -1.780
N -1.835 -1.896 -1.906
C -0.770 -2.670 -1.746
C -0.839 -4.105 -1.709
C 0.287 -4.826 -1.401
C 1.523 -4.204 -1.282
C 1.644 -2.854 -1.514
N 0.497 -2.102 -1.568
H -5.212 2.997 -2.126
H -5.674 0.753 -2.664
H -3.984 -1.067 -2.254
H -0.962 1.958 -1.912
H -2.847 3.683 -1.537
H -1.813 -4.584 -1.922
H 0.278 -5.891 -1.161
H 2.433 -4.787 -1.166
H 2.612 -2.323 -1.468
Br 1.640 -1.361 1.437
C 1.147 -0.214 2.974
C 2.114 0.212 3.871
C 1.747 0.966 5.000
C 0.422 1.291 5.193
C -0.566 0.855 4.290
C -0.203 0.050 3.201
I -1.776 -0.605 1.819
H 3.121 -0.078 3.656
H 2.475 1.315 5.716
H 0.122 1.872 6.033
H -1.609 1.132 4.454

***

[4]
44
Properties=species:S:1:pos:R:3 method="wB97M-V/def2-TZVPD" spin_multiplicity=1 e_homo_ha=-0.2573
F -5.693 3.019 -0.964
C -5.687 1.825 -1.637
F -6.630 1.031 -1.046
F -6.121 2.084 -2.912
C -4.321 1.200 -1.633
C -4.194 -0.152 -1.313
C -2.934 -0.691 -1.178
C -1.759 0.098 -1.384
C -0.502 -0.466 -1.079
C 0.764 0.153 -1.255
C 1.001 1.531 -0.983
C 2.256 2.089 -1.164
C 3.323 1.260 -1.502
C 4.713 1.821 -1.614
F 5.648 0.969 -1.084
F 5.058 2.028 -2.927
F 4.853 3.017 -0.970
C 3.143 -0.097 -1.756
C 1.884 -0.644 -1.627
C -1.948 1.416 -1.906
C -3.211 1.978 -1.960
H -5.077 -0.762 -1.147
H -2.817 -1.735 -0.886
H -0.510 -1.511 -0.784
H 0.203 2.144 -0.565
H 2.414 3.156 -1.018
H 3.988 -0.721 -2.036
H 1.731 -1.711 -1.798
H -1.094 1.997 -2.248
H -3.338 3.021 -2.248
O -0.161 -0.537 1.545
C 0.461 -1.422 2.171
C 0.512 -1.455 3.652
N -0.449 -0.634 4.367
O -1.657 -0.749 4.096
O -0.002 0.123 5.257
C 1.506 -2.144 4.333
C 2.370 -2.991 3.638
C 2.236 -3.144 2.244
C 1.275 -2.446 1.543
H 1.565 -2.014 5.416
H 3.131 -3.540 4.192
H 2.905 -3.821 1.706
H 1.163 -2.572 0.466

***

Computed energy above the lowest of the compared OMol25 structures with the same formula, charge and spin, in the same sequence as the records: 0.00, 66.20, 8.81, 0.00 kJ/mol.
Computed max |F|, in the same sequence as the records: 0.058, 0.012, 0.118, 0.047 hartree/bohr.